1.
C6H14NOS | ωB97M-V/def2-TZVPD

```
! RIJCOSX wB97M-V def2-TZVPD def2/J DEFGRID3
* xyz 1 1
C 2.04 0.96 -0.05
C -1.15 -0.32 -0.16
C -1.09 -1.75 -0.24
C -3.17 -0.23 1.35
C -2.09 1.76 0.35
C 3.81 -0.74 0.80
N -2.02 0.35 0.55
O 2.88 -1.27 -1.51
S 3.27 0.08 -0.65
H 1.01 0.87 -0.52
H -0.78 -1.99 -1.19
H -2.13 -2.23 -0.04
H -0.48 -2.20 0.64
H -4.05 -0.23 0.69
H -2.89 -1.31 1.62
H -3.21 0.45 2.22
H -2.99 2.04 -0.04
H -2.07 2.32 1.35
H -1.13 2.13 -0.12
H 4.60 -1.38 0.56
H 3.09 -1.30 1.41
H 4.25 0.05 1.42
H 3.35 -1.30 -2.31
*
```

Properties
F_max = 5.212 eV Å⁻¹
LUMO (spin up / spin down) = -6.3079 / -4.0445 eV

***

2.
C4H13NO3 | ωB97M-V/def2-TZVPD

```
! RIJCOSX wB97M-V def2-TZVPD def2/J DEFGRID3
* xyz 0 1
C -0.91 0.89 0.44
N -1.31 -0.11 -0.55
C -0.19 -0.43 -1.50
C 0.64 0.76 -1.94
C 0.63 -1.51 -0.85
O 1.81 -1.40 -0.63
H -0.78 1.95 0.17
H -1.69 0.92 1.21
H 0.08 0.66 0.81
H -2.01 0.28 -1.16
H -0.72 -0.80 -2.38
H 1.25 1.21 -1.16
H 1.37 0.44 -2.69
H 0.03 1.50 -2.44
H 0.10 -2.44 -0.62
O 1.32 1.58 2.37
H 1.93 2.03 2.97
H 1.80 0.74 2.21
O -1.33 -2.38 2.08
H -1.64 -1.65 1.53
H -0.37 -2.24 2.13
*
```

Properties
F_max = 1.310 eV Å⁻¹
LUMO = 0.5389 eV

***

3.
C9H13N2 | ωB97M-V/def2-TZVPD

```
! RIJCOSX wB97M-V def2-TZVPD def2/J DEFGRID3
* xyz 1 1
N 4.87 -0.36 -0.15
C 3.54 -0.33 0.46
N 2.57 0.37 -0.51
C 0.86 0.24 -0.22
C -0.36 0.94 -0.26
C -1.66 0.37 -0.04
C -1.91 -0.97 0.37
C -3.27 -1.30 0.56
C -4.27 -0.50 0.10
C -3.97 0.79 -0.21
C -2.69 1.24 -0.33
H 5.29 -1.32 -0.16
H 5.42 0.31 0.35
H 3.20 -1.26 0.78
H 3.44 0.35 1.29
H 2.81 1.29 -0.75
H 2.63 -0.13 -1.46
H 1.02 -0.73 0.29
H -0.45 1.96 -0.50
H -0.92 -1.49 0.65
H -3.53 -2.29 0.98
H -5.27 -0.86 -0.11
H -4.73 1.48 -0.40
H -2.60 2.17 -0.75
*
```

Properties
F_max = 5.116 eV Å⁻¹
LUMO = -3.4435 eV

***

4.
C2H2INO3 | ωB97M-V/def2-TZVPD

```
! RIJCOSX wB97M-V def2-TZVPD def2/J DEFGRID3
* xyz 0 1
C 0.40 -0.69 0.68
C -0.04 -0.23 -0.69
N -0.02 1.91 -1.89
O -0.64 -0.92 -1.48
O 0.20 -1.81 1.06
O 0.31 1.13 -0.83
I -1.09 -2.42 3.50
H 0.91 0.20 1.18
H -0.04 2.83 -1.53
*
```

Properties
F_max = 2.830 eV Å⁻¹
LUMO (spin up / spin down) = -1.8282 / -2.7042 eV

***

5.
C37H51MgN4OP2 | ωB97M-V/def2-TZVPD

```
! RIJCOSX wB97M-V def2-TZVPD def2/J DEFGRID3
* xyz 1 1
C 1.19 2.42 0.96
C -1.18 2.09 0.92
C 1.02 3.71 1.45
C -1.36 3.47 1.18
C -0.27 4.26 1.51
H 1.90 4.31 1.71
H -2.38 3.86 1.21
H -0.44 5.30 1.85
N 0.12 1.62 0.75
P 2.70 0.45 -0.35
P -2.25 -0.49 1.29
C 2.60 1.93 0.77
H 3.27 2.70 0.35
H 3.08 1.65 1.72
C -2.37 1.30 1.11
H -3.22 1.65 0.53
C -3.51 -1.56 0.27
C -2.87 -0.13 3.05
C 2.80 1.30 -2.06
C 4.32 -0.42 0.13
C -2.78 -2.47 -0.73
H -2.02 -3.08 -0.23
H -3.51 -3.14 -1.20
H -2.28 -1.92 -1.53
C -4.31 -2.49 1.18
H -3.64 -3.16 1.73
H -4.95 -1.96 1.89
H -4.96 -3.13 0.56
C -4.45 -0.64 -0.51
H -5.15 -1.27 -1.08
H -5.05 0.01 0.13
H -3.89 -0.02 -1.24
C -2.72 -1.42 3.86
H -1.72 -1.85 3.71
H -2.85 -1.18 4.93
H -3.47 -2.18 3.58
C -1.97 0.96 3.67
H -0.90 0.72 3.54
H -2.16 1.94 3.21
H -2.20 1.05 4.74
C -4.32 0.39 2.95
H -4.53 0.94 2.02
H -5.07 -0.40 3.06
H -4.48 1.12 3.77
C 4.59 -1.52 -0.92
H 5.40 -2.16 -0.54
H 3.71 -2.15 -1.08
H 4.92 -1.11 -1.88
C 4.08 -1.11 1.48
H 3.92 -0.39 2.30
H 3.23 -1.80 1.44
H 4.97 -1.69 1.73
C 5.51 0.54 0.24
H 6.34 -0.01 0.71
H 5.86 0.89 -0.74
H 5.29 1.41 0.87
C 1.67 2.33 -2.22
H 1.74 2.74 -3.24
H 0.68 1.88 -2.10
H 1.76 3.17 -1.51
C 2.63 0.22 -3.14
H 1.68 -0.31 -3.03
H 2.64 0.72 -4.12
H 3.45 -0.52 -3.14
C 4.13 2.04 -2.27
H 4.36 2.76 -1.47
H 4.99 1.37 -2.41
H 4.03 2.62 -3.20
Mg 0.28 -0.55 0.32
C 1.07 -0.48 2.49
O 1.46 -0.20 3.51
N -0.59 -0.29 -1.59
C -1.25 0.42 -2.28
C -2.21 1.34 -2.79
C -2.30 1.07 -4.16
C -2.95 2.51 -2.30
C -2.97 1.88 -5.07
H -1.76 0.19 -4.53
C -3.65 3.31 -3.24
H -2.97 2.80 -1.23
C -3.64 3.01 -4.60
H -2.92 1.59 -6.11
H -4.19 4.22 -2.89
H -4.16 3.65 -5.30
N 2.66 -5.33 3.89
C 2.31 -4.98 2.82
C 1.90 -4.50 1.52
C 2.30 -5.14 0.34
C 1.96 -4.56 -0.87
C 1.29 -3.34 -0.87
N 0.88 -2.73 0.26
C 1.15 -3.33 1.45
H 2.88 -6.07 0.40
H 2.22 -5.02 -1.81
H 1.07 -2.83 -1.81
H 0.79 -2.84 2.36
*
```

Properties
F_max = 5.738 eV Å⁻¹
LUMO = -3.1289 eV

***

6.
C2H7NO2P | ωB97M-V/def2-TZVPD

```
! RIJCOSX wB97M-V def2-TZVPD def2/J DEFGRID3
* xyz 1 1
C -0.13 1.23 0.02
C -0.62 -0.12 0.52
N 0.24 -1.19 -0.15
O -1.89 -0.52 0.22
P -3.28 0.43 -0.08
O -4.32 -0.55 -0.02
H -0.20 1.18 -1.03
H 0.78 1.55 0.34
H -0.71 2.11 0.24
H -0.37 -0.29 1.54
H -0.33 -2.10 0.02
H 1.20 -1.09 0.09
H 0.33 -1.04 -1.18
*
```

Properties
F_max = 3.254 eV Å⁻¹
LUMO = -4.2491 eV

***

Energy above the lowest of the compared OMol25 structures with the same formula, charge and spin readings, ordered: 731.7; 187.5; 318.1; 487.1; 115.1; 63.1 kJ/mol